(1)
C18H54O9 | ωB97M-V with the def2-TZVPD basis set

Cartesian coordinates (Å):
C1 0.66037 -4.46645 2.41672
C2 1.41143 -5.15390 1.29023
O1 2.37997 -6.09528 1.73848
H1 1.28539 -4.04082 3.19763
H2 -0.06595 -5.14862 2.87349
H3 0.04855 -3.65504 1.99875
H4 1.94957 -4.42168 0.69059
H5 0.68702 -5.65033 0.63421
H6 1.91353 -6.85695 2.09454
C3 -0.56617 -1.20832 -1.58839
C4 0.68071 -1.61637 -0.82476
O2 0.82179 -0.86946 0.37447
H7 -0.72998 -1.84586 -2.46441
H8 -0.52039 -0.17923 -1.94031
H9 -1.45651 -1.32018 -0.96217
H10 1.56154 -1.38602 -1.42668
H11 0.65542 -2.68960 -0.61024
H12 0.00554 -0.90891 0.90424
C5 -1.27186 2.62089 -1.23292
C6 -2.54079 1.85525 -0.90375
O3 -3.70862 2.65064 -0.97454
H13 -0.43696 1.91038 -1.23821
H14 -1.06068 3.37844 -0.47995
H15 -1.31434 3.08323 -2.22109
H16 -2.42922 1.47673 0.11291
H17 -2.64988 0.99530 -1.57643
H18 -3.77068 3.00615 -1.86922
C7 -0.27539 2.09996 2.09425
C8 -0.11494 1.98417 3.58514
O4 -0.44063 0.63936 3.98512
H19 0.36220 1.36888 1.59598
H20 0.04496 3.09117 1.77446
H21 -1.31401 1.95029 1.79784
H22 -0.75621 2.69794 4.11207
H23 0.92038 2.21012 3.86157
H24 -0.37394 0.57978 4.94344
C9 -2.39015 1.76888 -4.68022
C10 -3.67138 2.52456 -4.93362
O5 -3.94123 3.39053 -3.80914
H25 -2.48284 1.06134 -3.85857
H26 -1.55329 2.45035 -4.52812
H27 -2.14547 1.19177 -5.57982
H28 -4.50323 1.82262 -5.06846
H29 -3.59418 3.11029 -5.85528
H30 -4.67984 3.96760 -4.01952
C11 3.79636 2.86426 -0.75093
C12 2.66066 1.88168 -0.71798
O6 2.61727 1.24494 0.55713
H31 4.73458 2.30819 -0.65729
H32 3.72262 3.63420 0.00905
H33 3.86640 3.30852 -1.74906
H34 2.78740 1.13628 -1.51310
H35 1.69727 2.38749 -0.89872
H36 2.02663 0.47906 0.47416
C13 1.47003 2.74195 -4.05889
C14 0.92085 1.35047 -3.88391
O7 1.63805 0.45352 -4.74283
H37 1.11599 3.43365 -3.29255
H38 1.22909 3.13845 -5.04668
H39 2.56090 2.75106 -3.98168
H40 -0.14392 1.32840 -4.13433
H41 1.03812 1.03680 -2.84306
H42 1.02898 -0.21733 -5.05958
C15 -2.25611 -2.48561 3.63683
C16 -2.43956 -1.98913 2.22052
O8 -1.48452 -0.97789 1.87286
H43 -2.18443 -1.64431 4.33086
H44 -1.37033 -3.10426 3.74860
H45 -3.13418 -3.06955 3.92404
H46 -3.44175 -1.57844 2.07507
H47 -2.27208 -2.79481 1.50634
H48 -1.42586 -0.32605 2.58310
C17 3.19761 -2.53540 3.74845
C18 1.95153 -1.74554 3.41466
O9 0.91183 -2.09349 4.32805
H49 2.97834 -3.59450 3.86558
H50 3.67376 -2.15512 4.65161
H51 3.90576 -2.41239 2.92382
H52 1.64197 -1.96180 2.38647
H53 2.17705 -0.67376 3.45575
H54 0.17408 -1.49315 4.18732

Forces on atoms 1 to 2 (eV/Å):
C -0.6 -0.1 -0.2
C -0.1 0.0 0.2

Output
E_HOMO	-9.556	eV
gap between HOMO and LUMO	10.085	eV
energy above the lowest of the compared OMol25 structures with the same formula, charge and spin	51.60	kcal/mol
structure (SMILES)	CCO.CCO.CCO.CCO.CCO.CCO.CCO.CCO.CCO
E	-1395.2846	hartree
2S+1	1

=====

(2)
CH3F2N2P | ωB97M-V with the def2-TZVPD basis set

Cartesian coordinates (Å):
H1 2.32209 0.78765 -0.00717
N1 1.27699 0.93101 -0.21835
C1 0.74438 -0.12131 -0.64245
P1 -1.24923 -0.01032 -1.31136
N2 -2.34226 -1.11478 -1.18290
F1 -1.78969 1.30812 -0.70148
F2 -1.05643 0.54716 -2.74296
H2 1.08089 -1.07287 -0.96657
H3 -2.03686 -2.06956 -1.19310

Forces on atoms 1 to 2 (eV/Å):
H -1.8 0.2 -0.4
N 1.5 -1.0 0.4

Output
E_HOMO	-9.911	eV
gap between HOMO and LUMO	10.195	eV
energy above the lowest of the compared OMol25 structures with the same formula, charge and spin	10.85	kcal/mol
structure (SMILES)	[H]/N=C/P(=N)(F)F
E	-690.5200	hartree
2S+1	1

=====

(3)
C21H26N6O | ωB97M-V with the def2-TZVPD basis set

Cartesian coordinates (Å):
C1 -1.75615 -1.61809 1.78119
N1 -1.35905 -1.72795 0.39064
C2 -2.30389 -2.49949 -0.38271
C3 -3.70128 -1.96764 -0.37742
N2 -4.09254 -0.73155 -0.38780
C4 -5.45141 -0.83094 -0.32034
C5 -6.35047 0.30954 -0.29576
C6 -7.73867 0.13108 -0.29291
N3 -8.56427 1.16050 -0.26566
C7 -8.02493 2.37150 -0.24313
C8 -6.64646 2.55146 -0.24754
N4 -5.81406 1.52664 -0.27231
N5 -5.86479 -2.07288 -0.27401
O1 -4.73544 -2.82110 -0.30553
C9 -1.04617 -0.43858 -0.21280
C10 0.25011 0.16117 0.33750
C11 1.42182 -0.80890 0.20632
C12 2.69960 -0.15809 0.72247
N6 2.98887 1.04619 -0.03506
C13 4.28426 1.60034 0.31542
C14 5.40444 0.68641 -0.10184
C15 5.37955 0.09488 -1.35937
C16 6.40559 -0.73887 -1.76284
C17 7.47431 -0.98650 -0.91658
C18 7.50764 -0.39926 0.33578
C19 6.47579 0.43005 0.74162
C20 1.92062 2.01407 0.12037
C21 0.60972 1.44292 -0.41179
H1 -0.91076 -1.26327 2.36580
H2 -2.59907 -0.92876 1.93018
H3 -2.03520 -2.60344 2.15275
H4 -2.33917 -3.52129 0.00876
H5 -1.95145 -2.54588 -1.41852
H6 -8.17413 -0.85723 -0.31209
H7 -8.71508 3.20326 -0.22046
H8 -6.19357 3.53318 -0.22902
H9 -0.91674 -0.60406 -1.28512
H10 -1.87115 0.27621 -0.07802
H11 0.11448 0.41191 1.39443
H12 1.21741 -1.72425 0.76096
H13 1.55785 -1.06787 -0.84429
H14 3.54179 -0.84432 0.60518
H15 2.59124 0.06769 1.80134
H16 4.36048 1.81580 1.39805
H17 4.39300 2.55132 -0.21900
H18 4.53920 0.29064 -2.00752
H19 6.37526 -1.19659 -2.74111
H20 8.27763 -1.63618 -1.23195
H21 8.33714 -0.58974 1.00140
H22 6.50465 0.88266 1.72323
H23 2.18568 2.91192 -0.44520
H24 1.79122 2.30624 1.18051
H25 0.72965 1.22007 -1.47308
H26 -0.18313 2.18503 -0.30313

Forces on atoms 1 to 2 (eV/Å):
C 0.1 0.0 0.0
N -0.2 -0.1 -0.1

Output
E_HOMO	-8.644	eV
gap between HOMO and LUMO	8.712	eV
energy above the lowest of the compared OMol25 structures with the same formula, charge and spin	53.00	kcal/mol
structure (SMILES)	CN(Cc1nc(-c2cnccn2)no1)CC1CCN(Cc2ccccc2)CC1
E	-1219.5589	hartree
2S+1	1